1 | C5H14N2O | ωB97M-V/def2-TZVPD

Kohn-Sham gap: 9.017 eV
HOMO level: -0.333 hartree

```
! RIJCOSX wB97M-V def2-TZVPD def2/J DEFGRID3
* xyz 0 1
N 1.65 0.46 1.49
C 0.57 -0.24 0.76
C 1.04 -0.48 -0.70
C 2.56 -0.79 -0.76
O 0.14 0.55 -1.94
C -0.86 0.31 0.67
N -1.86 -0.44 -0.13
C -3.16 0.21 0.03
H 2.13 1.13 0.87
H 1.26 0.95 2.37
H 0.62 -1.28 1.17
H 0.37 -1.27 -1.03
H 2.86 -1.76 -0.30
H 3.15 -0.01 -0.27
H 2.87 -0.86 -1.81
H 0.97 0.62 -1.12
H -0.71 1.23 0.07
H -1.35 0.65 1.51
H -1.66 -0.12 -1.08
H -3.89 -0.32 -0.55
H -3.17 1.25 -0.32
H -3.55 0.21 1.07
*
```


2 | C5H14N2O | ωB97M-V/def2-TZVPD

Kohn-Sham gap: 9.336 eV
HOMO level: -0.309 hartree
SMILES: CN[C@H](CN)[C@H](C)O

```
! RIJCOSX wB97M-V def2-TZVPD def2/J DEFGRID3
* xyz 0 1
C 0.53 1.78 1.73
N 1.32 0.98 0.80
C 0.63 0.00 -0.10
C -0.22 0.81 -1.08
N -0.24 0.21 -2.42
C -0.10 -1.13 0.62
C -0.48 -2.26 -0.34
O -1.24 -0.69 1.35
H 0.00 2.58 1.21
H -0.18 1.24 2.36
H 1.24 2.26 2.39
H 2.07 0.53 1.32
H 1.46 -0.38 -0.62
H 0.16 1.84 -1.11
H -1.26 0.94 -0.76
H 0.44 0.57 -3.04
H -1.15 0.12 -2.83
H 0.54 -1.58 1.38
H 0.43 -2.81 -0.60
H -0.98 -1.89 -1.23
H -1.14 -2.94 0.20
H -1.80 -0.18 0.77
*
```


3 | C5H14N2O | ωB97M-V/def2-TZVPD

Kohn-Sham gap: 8.072 eV
HOMO level: -0.261 hartree

```
! RIJCOSX wB97M-V def2-TZVPD def2/J DEFGRID3
* xyz 0 1
C -1.37 0.47 0.27
C -0.61 -1.37 -0.51
C -1.81 1.38 -0.82
N -2.28 0.06 1.18
O -0.50 -2.09 0.69
H 0.39 -1.86 1.07
H -0.38 0.65 0.68
H -1.95 -0.68 1.79
H -3.23 -0.07 0.87
H -0.01 -1.82 -1.33
H -1.62 -1.54 -0.90
H -1.00 1.50 -1.55
H -2.05 2.37 -0.42
H -2.70 1.00 -1.33
C 2.81 0.87 -0.40
C 1.76 -0.05 0.15
N 1.94 -0.85 1.13
H 2.89 -0.83 1.53
H 0.48 -0.47 -0.45
H 2.49 1.91 -0.30
H 3.78 0.75 0.11
H 2.95 0.68 -1.47
*
```


Tell me which of them is the most stable. Sure, it is 2.


1 | C5H14N2O | ωB97M-V/def2-TZVPD

Kohn-Sham gap: 9.006 eV
HOMO level: -0.302 hartree
SMILES: C=C(CCN)NC.O

```
! RIJCOSX wB97M-V def2-TZVPD def2/J DEFGRID3
* xyz 0 1
C -1.63 1.19 -0.69
C -0.89 0.66 0.29
C -1.00 -0.82 0.58
C -0.26 -1.75 -0.41
N -0.88 -1.91 -1.72
N 0.10 1.40 0.94
C 0.59 1.13 2.29
H -2.30 0.61 -1.30
H -1.60 2.24 -0.95
H -2.04 -1.12 0.59
H -0.61 -1.04 1.57
H 0.79 -1.55 -0.58
H -0.29 -2.70 0.10
H -1.81 -2.31 -1.62
H -1.04 -0.98 -2.10
H 0.07 2.40 0.77
H 1.64 1.35 2.30
H 0.48 0.07 2.51
H 0.08 1.61 3.13
O 3.26 0.17 -1.19
H 2.49 -0.30 -1.51
H 2.87 0.68 -0.46
*
```


2 | C5H14N2O | ωB97M-V/def2-TZVPD

Kohn-Sham gap: 9.766 eV
HOMO level: -0.322 hartree
SMILES: C=CNC.CNCO

```
! RIJCOSX wB97M-V def2-TZVPD def2/J DEFGRID3
* xyz 0 1
C -1.93 1.68 0.46
C -1.54 0.55 1.13
N -1.30 -0.75 0.64
C -2.23 -1.72 1.22
H -2.15 1.53 -0.60
H -2.07 2.56 1.02
H -1.26 0.68 2.19
H -1.37 -0.71 -0.40
H -1.96 -2.70 0.89
H -2.16 -1.72 2.31
H -3.24 -1.46 0.92
C 1.68 1.28 -2.24
N 1.36 0.05 -1.44
C 1.72 0.17 -0.02
O 1.97 -1.15 0.43
H 0.96 2.05 -1.91
H 1.54 1.15 -3.31
H 2.68 1.70 -2.02
H 2.02 -0.62 -1.82
H 2.68 0.73 0.13
H 0.86 0.59 0.47
H 1.13 -1.45 0.91
*
```


3 | C5H14N2O | ωB97M-V/def2-TZVPD

Kohn-Sham gap: 8.411 eV
HOMO level: -0.279 hartree
SMILES: CCC/C(N)=C/N.O

```
! RIJCOSX wB97M-V def2-TZVPD def2/J DEFGRID3
* xyz 0 1
C 2.75 -0.01 0.12
C 2.04 -0.20 1.49
C 0.92 0.80 1.62
C -0.36 0.27 0.96
N -0.74 0.81 -0.41
C -1.21 -0.68 1.54
N -2.45 -1.05 0.91
H 2.93 -1.04 -0.36
H 3.62 0.42 0.31
H 2.00 0.54 -0.47
H 2.65 -0.30 2.34
H 1.56 -1.20 1.48
H 0.65 1.02 2.66
H 1.19 1.96 1.54
H -1.67 1.24 -0.16
H 0.05 1.23 -0.81
H -1.23 -0.94 2.52
H -2.38 -0.89 -0.14
H -2.68 -2.07 1.07
O -2.85 -0.25 -5.39
H -2.65 0.55 -6.01
H -2.14 -0.20 -4.80
*
```


Tell me which of them is the most stable. Sure, it is 1.